(1)
Below is C59H55BrCuN5O3P2S as an isolated structure in a non-equilibrium geometry, with properties calculated with wB97M-V/def2-TZVPD.

## Properties
M	1119.59	u
relative energy (zero: lowest compared OMol25 entry of this formula, charge and spin)	0.0	kcal/mol
HOMO (spin up / spin down)	-4.28 / -4.19	eV
E	-219769.133	eV
net charge	-1
multiplicity	2

```
127
C59H55BrCuN5O3P2S (wB97M-V/def2-TZVPD)
H -0.430 -1.107 -2.521
H 0.180 -4.179 -0.588
N -1.977 1.711 0.219
H -2.791 0.618 3.942
C -2.577 -2.599 -1.993
H 0.587 -2.525 -4.275
C -0.179 -2.143 -2.300
C 3.321 6.242 -2.581
C 1.043 -5.187 4.281
H -2.288 -5.493 -3.867
H -3.168 -0.585 5.184
H -2.898 0.687 -2.707
C 2.082 0.882 4.753
H -1.489 -0.292 4.696
C 3.308 3.467 -2.780
Cu -0.445 -0.025 0.254
H 0.614 0.540 -3.716
H -0.095 4.739 -3.259
H -2.772 -1.544 -2.212
C -1.877 -1.318 2.126
C -2.657 -1.408 3.258
H 0.926 2.510 3.918
C -3.047 1.588 0.693
C 2.701 4.087 -1.691
H 1.691 0.971 -5.897
C -4.043 4.371 -2.598
C 0.683 1.551 -4.095
H -5.285 -4.420 3.283
C -0.822 -4.158 -1.030
C -3.696 -3.347 2.296
P -0.696 2.183 -1.732
C 0.291 3.896 -3.822
C -2.519 -0.364 4.335
H 1.420 6.223 3.360
C -4.910 3.392 -3.059
O -0.364 0.702 -1.615
C 0.914 4.149 -5.033
H 0.817 -2.136 -1.845
C 1.093 -2.917 5.026
C 1.980 5.399 2.937
C 0.416 -3.959 4.411
H -0.614 -6.016 -2.098
H 3.981 -4.485 5.784
C 3.009 -2.681 1.672
C 0.152 3.329 -0.611
H -1.556 -3.447 -5.191
N -1.122 -1.897 -0.061
O 0.269 1.342 1.666
H 0.780 5.313 1.174
H 3.560 -3.548 1.332
H -5.917 3.655 -3.358
H 3.972 -2.582 3.564
C -3.218 1.723 -2.696
C -2.920 -3.213 1.149
C 2.334 3.815 1.154
S -4.525 1.415 1.346
C 3.906 4.235 -3.769
C 2.390 -3.097 5.496
H -4.202 -2.551 4.233
P 1.943 3.028 -0.423
H 4.363 3.749 -4.622
C -2.252 -4.889 -2.953
O 2.457 1.638 -0.527
H 4.388 6.216 -4.442
H 3.331 7.322 -2.498
H -1.484 -4.624 -0.305
H -5.175 1.295 -3.441
H 3.299 2.386 -2.838
H 2.262 5.970 -0.744
H 1.829 -2.513 -0.139
C 3.751 3.779 3.103
C 2.594 -0.397 4.623
C 0.177 -4.414 -3.311
C -3.575 -2.451 3.353
H 3.313 5.239 4.611
C -4.495 2.067 -3.107
H -2.996 -5.297 -2.261
C 3.390 3.257 1.868
C -1.546 -2.875 -4.256
C -2.344 2.707 -2.247
C -0.164 -2.952 -3.601
H -0.578 -3.800 4.016
Br 0.134 -6.613 3.419
C -1.205 -2.685 -1.289
H -1.782 -1.834 -4.502
H -2.100 4.805 -1.815
H -1.179 -0.487 2.066
H 1.906 3.293 -6.735
H 0.080 4.348 -1.002
C 2.320 -5.396 4.771
C 3.914 5.620 -3.672
C -2.589 -3.428 -3.282
H 4.566 3.330 3.657
C -4.685 -4.483 2.375
H 1.182 -4.488 -2.882
C 3.226 -2.151 2.912
H 3.910 2.401 1.455
H 0.620 -1.946 5.104
C 2.054 -2.088 0.831
C 3.047 4.847 3.637
N 3.129 -2.083 6.210
C 1.327 1.515 3.769
C 2.482 -1.030 3.340
H 1.010 5.168 -5.387
H 2.256 1.375 5.703
C -0.852 -4.973 -2.328
C 2.718 5.476 -1.595
N 1.429 -0.986 1.153
C 2.981 -4.347 5.392
H -0.317 3.240 0.369
H -5.364 -4.473 1.519
C -2.760 4.031 -2.189
H -4.366 5.403 -2.546
H -3.583 -3.376 -3.737
C 1.418 3.097 -5.788
N 3.146 -0.895 5.832
C 1.298 1.798 -5.318
H -3.379 -2.932 -1.337
C -1.964 -2.177 1.006
H -3.103 -3.917 0.354
C 1.025 0.857 2.575
H 0.172 -4.999 -4.239
H -4.171 -5.446 2.378
C 1.656 -0.440 2.370
C 1.622 4.881 1.702
C 0.171 2.596 -3.327
H 2.793 -6.363 4.670
```

(2)
Below is a 2-piece molecular cluster, C8H12N2O3 overall in a non-equilibrium geometry, with properties calculated with wB97M-V/def2-TZVPD.

## Properties
SMILES	C[C@H](N)C(=O)O.Oc1ccccn1
M	184.19	u
relative energy (zero: lowest compared OMol25 entry of this formula, charge and spin)	11.3	kcal/mol
HOMO	-9.01	eV
E	-17612.606	eV
multiplicity	1

```
25
C8H12N2O3 (wB97M-V/def2-TZVPD)
O 1.475 -0.934 1.369
H -3.043 -2.966 0.305
C 2.123 0.462 -0.560
O 3.577 -0.694 0.997
H -2.525 0.887 -1.559
N 0.717 0.066 -0.931
H 2.876 0.174 -1.242
H 0.710 -0.874 -1.157
C -1.498 0.548 0.194
H 1.861 2.482 -0.972
C 2.483 -0.439 0.640
H -3.442 -1.757 -1.483
N -1.201 -0.237 1.266
H 3.180 2.245 0.027
C 2.216 1.913 -0.202
H -0.597 1.926 1.086
C -1.602 -1.517 1.264
O -1.120 1.795 0.228
H -1.331 -2.026 2.161
C -2.328 0.070 -0.829
H 0.636 0.492 -1.940
C -2.865 -1.205 -0.766
H 0.580 -0.499 1.097
C -2.502 -2.018 0.324
H 1.620 2.107 0.683
```

(3)
Below is C46H63N2O2P3S2SiSn as an isolated structure, with properties calculated with wB97M-V/def2-TZVPD.

## Properties
M	979.87	u
HOMO	-6.73	eV
E	-119047.175	eV
multiplicity	1

```
120
C46H63N2O2P3S2SiSn (wB97M-V/def2-TZVPD)
C -2.196 5.834 1.922
H 2.642 -0.982 2.288
H -0.488 -3.178 4.177
H -0.917 -4.291 -1.944
H -0.851 -2.352 -6.722
Si -0.047 -1.543 -1.015
C -0.763 6.287 2.138
H -4.083 -3.100 1.635
C 4.351 -0.662 5.179
H -3.420 -0.369 -1.546
H -2.210 3.204 -5.589
C 2.302 0.570 3.698
H 5.239 0.069 -3.517
H -1.101 0.515 3.774
O 1.008 0.441 1.724
H -1.961 -0.488 -5.591
H -3.972 -0.452 4.199
N -0.540 2.425 2.438
C 2.759 -1.303 -0.324
C 0.367 -2.810 -3.597
H -0.045 -1.457 2.509
Sn -0.390 0.866 -0.033
C -0.239 -1.745 -2.923
H -1.159 -3.673 2.618
C -4.362 -1.013 3.351
H 1.029 -4.237 -0.303
C 2.704 1.102 4.940
P 2.538 0.468 -0.785
C 3.504 1.562 0.377
O 2.128 2.217 5.451
C -3.884 1.081 2.048
P -1.654 0.604 -2.763
C 3.719 0.469 5.662
C 4.120 -3.138 0.493
C -1.254 -2.952 3.429
H -2.717 -5.828 -1.342
S 0.169 4.961 2.965
H 2.571 -1.129 -3.391
P -2.076 -0.928 1.509
C -2.305 2.190 -5.189
H -4.414 -0.825 1.208
H 4.006 0.883 6.624
C 1.672 -2.198 -0.511
H -3.526 2.158 -1.298
C -0.679 -2.187 -5.666
C -0.092 2.474 -4.039
C 2.597 -0.045 -3.513
C -1.573 2.113 -3.850
H 0.658 -3.852 -5.450
C 0.165 -3.026 -4.951
C -3.805 -0.453 2.037
C 5.027 1.690 0.294
H 5.066 -3.494 0.882
C 3.971 -1.193 3.956
H -2.705 6.442 1.175
C -2.313 -2.479 0.562
H 4.796 -1.128 0.354
H -5.269 -0.638 -3.161
H -2.004 2.862 -3.178
H -5.450 -0.903 3.359
H -0.281 6.525 1.192
H 3.310 3.643 0.966
H -2.229 -3.092 3.902
H 3.242 1.184 1.363
H 0.005 3.491 -4.426
C -3.463 0.287 -2.425
H -4.335 2.230 -2.870
H 5.141 -1.122 5.760
H -1.955 -0.697 4.748
H -4.906 1.412 2.254
C 1.858 -3.546 -0.188
H 5.575 0.360 -1.814
N 0.558 2.158 3.220
H 4.786 -1.139 -2.317
C -1.398 -2.803 -0.462
H 5.357 2.335 1.113
S -2.165 4.136 1.287
C -1.062 -0.873 -3.668
H -3.231 1.493 2.822
H -1.860 1.515 -5.920
C 2.958 -0.577 3.240
C -1.085 -0.523 4.116
H 5.336 2.165 -0.638
H 0.379 1.795 -4.755
H -2.762 5.856 2.852
H 3.182 -5.068 0.552
C -0.798 3.650 2.279
C 3.067 -4.019 0.303
C -1.580 -4.022 -1.131
H -0.719 7.157 2.793
H 0.457 2.412 -3.096
C 3.963 -1.794 0.184
H 1.039 -3.469 -3.053
C -2.609 -4.891 -0.807
H 1.573 0.318 -3.478
C 2.885 2.962 0.225
C 3.465 0.577 -2.420
H 4.457 -2.079 3.567
C 1.199 1.108 2.824
H 1.802 2.942 0.373
C -1.046 -1.515 2.950
H -5.101 1.385 -1.521
C -3.367 -3.348 0.862
C -3.513 -4.549 0.189
H 3.008 0.174 -4.503
C -1.293 -1.121 -5.024
H 2.551 2.418 6.292
H -3.368 1.966 -5.103
C -4.143 1.593 -2.003
H 3.551 1.653 -2.609
H -3.567 1.507 1.095
H -4.313 0.138 -4.427
C 4.852 -0.067 -2.503
H 3.086 3.371 -0.770
H 5.555 0.744 0.399
C -4.249 -0.449 -3.508
H -4.330 -5.213 0.440
H -3.787 -1.406 -3.747
H -4.128 -2.065 3.506
H -0.195 -0.646 4.737
```

(4)
Below is a 2-piece molecular cluster, BrH2NS overall in a non-equilibrium geometry, with properties calculated with wB97M-V/def2-TZVPD.

## Properties
M	127.99	u
relative energy (zero: lowest compared OMol25 entry of this formula, charge and spin)	73.9	kcal/mol
HOMO (spin up / spin down)	-9.14 / -9.30	eV
E	-82395.053	eV
multiplicity	1

```
5
BrH2NS (wB97M-V/def2-TZVPD)
H 0.031 1.838 -0.230
Br -2.093 -0.054 -0.338
H 1.364 -1.044 0.847
S 0.976 -0.825 -0.465
N -0.278 0.086 0.187
```

(5)
Below is a 2-piece molecular cluster, C24H28Cl2F5N2OP overall in a non-equilibrium geometry, with properties calculated with wB97M-V/def2-TZVPD.

## Properties
M	557.37	u
HOMO	-5.53	eV
E	-78266.321	eV
multiplicity	1

```
63
C24H28Cl2F5N2OP (wB97M-V/def2-TZVPD)
F -5.708 -2.792 3.875
H 4.165 -0.705 1.861
C -2.751 -1.879 -0.477
C -2.428 1.472 -0.945
C 1.020 -0.137 -1.171
C -0.427 -0.374 -0.438
H -6.294 -3.263 -1.688
H 4.185 3.691 0.358
C -5.167 -1.573 3.208
H 1.289 2.981 -6.259
C 1.214 2.480 -5.202
O -2.200 1.249 -2.381
H -6.983 -2.756 1.042
H 4.072 -2.573 2.198
H 1.333 -1.223 -1.549
H -0.498 1.929 0.183
P 2.336 1.887 0.748
H -3.392 0.854 -0.608
C 3.421 3.056 -0.303
H 5.221 -0.860 4.247
C 3.688 -1.525 2.573
C -4.796 -1.897 1.610
F -3.991 -1.026 3.961
C -3.257 -1.565 1.050
H 0.685 4.463 -3.796
H -3.582 -2.756 -2.628
C -1.211 0.984 0.039
C 2.052 -1.434 2.530
H 1.571 -0.847 3.441
Cl 3.617 2.141 -5.535
F -6.176 -0.457 3.184
F -0.460 -2.874 -0.767
H 4.242 1.488 2.520
H -2.961 0.645 -2.696
C 1.449 0.864 -5.071
H -2.646 2.605 -0.720
Cl 3.964 -2.977 5.020
N 0.074 -0.992 0.884
N 1.366 0.011 -3.837
H -1.677 0.792 1.114
H 2.503 1.221 3.283
H 1.631 -2.550 2.586
C -3.901 -2.528 -1.503
C 2.152 0.149 -0.021
H 2.682 3.871 -0.766
H 0.611 2.951 -1.394
C 0.816 2.376 -2.393
C -1.253 -1.629 -1.089
C -5.914 -2.542 0.596
C 1.065 0.769 -2.577
H -0.429 -1.591 1.574
H 3.124 2.973 2.882
H -2.532 -1.081 1.831
C 4.141 -1.353 4.145
C 0.874 3.292 -3.791
H 3.391 -0.591 4.631
C 3.130 1.850 2.485
H 1.723 0.298 -6.087
C -5.455 -2.828 -0.961
H 3.191 -0.322 -0.363
C 1.427 -0.773 1.167
H 3.953 2.524 -1.211
F -1.291 -1.592 -2.599
```

Question: Among the records above, which one has the lowest E?
Answer: C59H55BrCuN5O3P2S

Question: What is the formula in the first record?
Answer: C59H55BrCuN5O3P2S

Question: Which of these has the lowest E?
Answer: C59H55BrCuN5O3P2S

Repeat the fifth record exactly.
Below is a 2-piece molecular cluster, C24H28Cl2F5N2OP overall in a non-equilibrium geometry, with properties calculated with wB97M-V/def2-TZVPD.

## Properties
M	557.37	u
HOMO	-5.53	eV
E	-78266.321	eV
multiplicity	1

```
63
C24H28Cl2F5N2OP (wB97M-V/def2-TZVPD)
F -5.708 -2.792 3.875
H 4.165 -0.705 1.861
C -2.751 -1.879 -0.477
C -2.428 1.472 -0.945
C 1.020 -0.137 -1.171
C -0.427 -0.374 -0.438
H -6.294 -3.263 -1.688
H 4.185 3.691 0.358
C -5.167 -1.573 3.208
H 1.289 2.981 -6.259
C 1.214 2.480 -5.202
O -2.200 1.249 -2.381
H -6.983 -2.756 1.042
H 4.072 -2.573 2.198
H 1.333 -1.223 -1.549
H -0.498 1.929 0.183
P 2.336 1.887 0.748
H -3.392 0.854 -0.608
C 3.421 3.056 -0.303
H 5.221 -0.860 4.247
C 3.688 -1.525 2.573
C -4.796 -1.897 1.610
F -3.991 -1.026 3.961
C -3.257 -1.565 1.050
H 0.685 4.463 -3.796
H -3.582 -2.756 -2.628
C -1.211 0.984 0.039
C 2.052 -1.434 2.530
H 1.571 -0.847 3.441
Cl 3.617 2.141 -5.535
F -6.176 -0.457 3.184
F -0.460 -2.874 -0.767
H 4.242 1.488 2.520
H -2.961 0.645 -2.696
C 1.449 0.864 -5.071
H -2.646 2.605 -0.720
Cl 3.964 -2.977 5.020
N 0.074 -0.992 0.884
N 1.366 0.011 -3.837
H -1.677 0.792 1.114
H 2.503 1.221 3.283
H 1.631 -2.550 2.586
C -3.901 -2.528 -1.503
C 2.152 0.149 -0.021
H 2.682 3.871 -0.766
H 0.611 2.951 -1.394
C 0.816 2.376 -2.393
C -1.253 -1.629 -1.089
C -5.914 -2.542 0.596
C 1.065 0.769 -2.577
H -0.429 -1.591 1.574
H 3.124 2.973 2.882
H -2.532 -1.081 1.831
C 4.141 -1.353 4.145
C 0.874 3.292 -3.791
H 3.391 -0.591 4.631
C 3.130 1.850 2.485
H 1.723 0.298 -6.087
C -5.455 -2.828 -0.961
H 3.191 -0.322 -0.363
C 1.427 -0.773 1.167
H 3.953 2.524 -1.211
F -1.291 -1.592 -2.599
```